1.
{"formula": "C4H10NO3", "method": "the ωB97M-V functional and the def2-TZVPD basis", "species": ["O", "C", "O", "C", "C", "C", "N", "H", "H", "H", "H", "H", "H", "H", "H", "H", "H", "O"], "coordinates": [[0.0068, 0.3106, -2.2597], [-0.1416, 0.3661, -1.0273], [0.3594, 1.2352, -0.3078], [-1.1354, -0.8012, -0.4346], [-0.4761, -1.3131, 0.8334], [0.1192, -0.5088, 2.0547], [-0.9786, -1.8149, -1.4933], [-2.1114, -0.4806, -0.4658], [0.4324, -2.0815, 0.5075], [-1.1708, -2.1286, 1.2802], [0.6927, 0.2689, 1.4616], [-0.6255, 0.0296, 2.5992], [0.6880, -1.0159, 2.8046], [0.0009, -1.7663, -1.8712], [-1.4529, -1.7833, -2.4257], [1.2919, 1.7359, 2.1799], [1.7130, 2.2162, 0.8574], [1.7832, 2.3608, 1.9385]], "forces_ev_per_a": [[0.2, 0.0, -0.5], [-1.3, 0.2, -1.2], [0.4, 0.7, 1.7], [5.1, 0.9, -2.6], [0.9, -5.2, 2.2], [-0.3, 1.9, -3.3], [0.7, -2.6, -1.1], [-2.3, 0.9, 0.7], [-2.1, 2.2, 0.3], [0.7, 1.1, -0.6], [-0.2, -0.9, 1.3], [-0.9, 0.5, 0.3], [0.5, -0.9, -0.1], [-1.2, 0.1, 1.0], [-0.3, 1.0, 1.8], [-6.5, -8.0, 3.4], [0.0, 0.6, 3.8], [6.4, 7.7, -7.2]], "lumo_ha": 0.149, "largest_force_ev_per_a": 12.4, "homo_energy_ev": -3.98, "relative_energy_kj_mol": 310.6, "total_charge": -1, "spin_multiplicity": 1}

2.
{"formula": "C4H10NO3", "method": "the ωB97M-V functional and the def2-TZVPD basis", "species": ["O", "C", "N", "C", "C", "C", "O", "H", "H", "H", "H", "H", "H", "H", "H", "H", "H", "O"], "coordinates": [[-0.5585, 1.0688, -2.6753], [-0.2589, 0.0345, -1.9967], [0.3126, 0.0383, -0.8286], [0.6362, -1.2999, -0.3540], [0.6384, -1.3444, 1.2047], [0.4416, -0.0078, 1.8984], [-0.7544, 0.6949, 1.6562], [-0.5293, -0.8884, -2.5479], [-0.7632, 1.0070, 0.7343], [1.6272, -1.6361, -0.6809], [-0.0821, -2.0734, -0.6473], [-0.0941, -2.0365, 1.6432], [1.4410, -1.8751, 1.7523], [0.5050, -0.0173, 2.9928], [1.2925, 0.6487, 1.6516], [-2.0327, 2.6125, -1.2231], [-0.6988, 2.2629, -1.6740], [-1.1223, 2.8113, -0.9057]], "forces_ev_per_a": [[0.0, -0.1, -0.1], [0.0, 1.1, -0.6], [0.0, -1.1, -0.6], [0.1, -0.1, 1.4], [-0.6, -0.7, 1.5], [0.8, 1.5, 0.1], [-0.5, -0.3, 0.0], [0.2, -0.5, 0.5], [0.3, -0.1, -0.1], [0.1, 0.1, -0.2], [0.0, 0.0, -0.4], [-1.0, 0.3, -0.7], [0.9, 0.7, -0.9], [-0.1, -0.8, 0.0], [0.0, -0.1, -0.3], [0.6, 0.5, 0.8], [0.1, 0.3, 1.0], [-0.9, -0.5, -1.4]], "lumo_ha": 0.148, "largest_force_ev_per_a": 1.8, "homo_energy_ev": -4.07, "relative_energy_kj_mol": 202.3, "total_charge": -1, "spin_multiplicity": 1}

3.
{"formula": "C4H10NO3", "method": "the ωB97M-V functional and the def2-TZVPD basis", "species": ["O", "C", "O", "C", "C", "C", "O", "N", "H", "H", "H", "H", "H", "H", "H", "H", "H", "H"], "coordinates": [[-0.2273, 1.3812, -1.0614], [-0.3817, 1.1632, 0.1850], [-1.4953, 1.6960, 0.8119], [0.5345, 0.5848, 1.0979], [1.7244, -0.1350, 0.6035], [1.2365, -1.4042, -0.1664], [2.4679, 0.7122, -0.2659], [-2.2671, -0.9224, -0.8520], [-2.0023, 2.3569, 0.2710], [0.4565, 0.8309, 2.2205], [2.4626, -0.4264, 1.3902], [0.8888, -2.2153, 0.5915], [1.9773, -1.7766, -0.8125], [0.3538, -1.0567, -0.8104], [1.9919, 1.2907, -0.8614], [-1.9075, 0.0090, -0.9110], [-2.7210, -1.0060, 0.0617], [-3.0921, -1.0821, -1.4923]], "forces_ev_per_a": [[1.0, -1.5, 4.0], [-4.5, 4.5, -3.9], [2.1, -1.1, -0.3], [1.3, -0.1, 2.3], [1.3, 1.7, 0.1], [-3.3, -1.3, 0.3], [0.5, -2.2, 1.4], [-2.1, -0.4, 0.4], [0.5, -0.6, 0.0], [-0.3, -0.6, -1.5], [-0.5, 0.0, -0.4], [0.8, 1.4, -1.1], [1.4, -0.6, -0.6], [1.1, -0.5, 0.8], [-1.2, 1.0, -0.9], [0.0, 0.5, -0.8], [0.4, -0.3, 0.1], [1.6, 0.1, 0.2]], "lumo_ha": [-0.536, -0.559], "largest_force_ev_per_a": 7.5, "homo_energy_ev": [-18.98, -18.88], "relative_energy_kj_mol": 557.5, "total_charge": 2, "spin_multiplicity": 2}

4.
{"formula": "C4H10NO3PS", "method": "the ωB97M-V functional and the def2-TZVPD basis", "species": ["C", "O", "P", "N", "O", "C", "C", "O", "S", "C", "H", "H", "H", "H", "H", "H", "H", "H", "H", "H"], "coordinates": [[2.6536, 1.2751, -0.3566], [1.5294, 0.6771, 0.2949], [0.7017, -0.6050, -0.0754], [1.2169, -1.1105, -1.4320], [-0.9240, 0.4023, -0.1983], [-1.7737, -0.3627, -0.8023], [-2.8619, 0.3819, -1.5374], [-1.6082, -1.5556, -0.8989], [0.5113, -1.6842, 1.6437], [0.2513, -0.3736, 2.8597], [3.5015, 1.1708, 0.2364], [2.4284, 2.1906, -0.7990], [2.7911, 0.6007, -1.1629], [0.6398, -1.7465, -2.0357], [-3.7067, -0.3605, -1.4859], [-3.1744, 1.2601, -1.2028], [-2.5639, 0.4465, -2.5919], [0.8927, 0.4744, 2.6855], [0.3448, -0.8712, 3.8069], [-0.8497, -0.2097, 3.0520]], "forces_ev_per_a": [[-1.3, -2.8, -1.1], [-0.5, 0.6, 1.8], [-1.3, 2.3, -1.8], [-1.1, -1.2, -0.5], [3.0, -0.6, 1.1], [-0.5, 0.6, -1.1], [-0.2, -5.5, -1.5], [-0.3, -0.8, 0.0], [0.1, -0.2, 0.0], [-2.2, -0.7, 0.6], [1.3, 0.5, 1.4], [-0.4, 1.8, 0.0], [0.7, -0.4, -1.2], [0.9, 0.8, 1.2], [0.5, 0.9, -0.4], [-0.9, 3.8, 1.7], [0.0, 0.0, 0.3], [-0.1, 0.2, 0.2], [1.4, -0.2, 0.6], [0.9, 0.7, -1.3]], "lumo_ha": 0.021, "largest_force_ev_per_a": 5.7, "homo_energy_ev": -9.63, "relative_energy_kj_mol": 82.5, "spin_multiplicity": 1, "smiles": "CO[P@](=N)(OC(C)=O)SC"}

5.
{"formula": "C4H10NO4P", "method": "the ωB97M-V functional and the def2-TZVPD basis", "species": ["C", "C", "C", "C", "N", "O", "O", "O", "O", "P", "H", "H", "H", "H", "H", "H", "H", "H", "H", "H"], "coordinates": [[-0.7186, 2.8536, -0.3549], [-0.1478, -2.9781, 0.2050], [0.1183, 1.6620, 0.2523], [0.0861, -1.5024, 0.5477], [-2.9608, -0.2035, -0.0088], [-2.0261, 0.5195, 0.4842], [-4.0649, 0.1123, 0.1244], [-0.7667, 0.1664, -1.9312], [-2.5106, -1.1985, -0.4842], [-0.6310, 0.0658, -0.4585], [0.0220, 3.6778, -0.6075], [-1.1489, 2.4257, -1.2386], [-1.6487, 3.1022, 0.2221], [-1.0481, -3.4845, 0.5448], [-0.1353, -3.2330, -0.9031], [0.8167, -3.5808, 0.5588], [0.0523, 1.6029, 1.3712], [1.1099, 1.7563, -0.0743], [1.1552, -1.3838, 0.4877], [-0.2601, -1.4466, 1.5718]], "forces_ev_per_a": [[0.6, -0.4, 0.6], [2.1, -1.9, -2.1], [-2.0, -0.8, 0.6], [-0.8, 0.4, -1.1], [-0.3, -1.4, 0.7], [2.1, 2.4, 0.7], [-3.3, 1.1, 0.2], [0.2, -0.5, 1.0], [-0.2, -3.3, -2.0], [1.8, 0.4, 1.6], [-1.5, -0.7, 0.4], [0.1, 0.4, -1.1], [1.4, 0.3, 0.0], [0.0, 0.5, 0.5], [0.0, 0.7, 1.1], [-2.2, 1.2, -0.3], [0.3, 0.1, -1.0], [1.5, 0.0, -0.2], [0.4, 0.6, 0.2], [0.1, 0.9, 0.3]], "lumo_ha": 0.018, "largest_force_ev_per_a": 3.8, "homo_energy_ev": -10.44, "relative_energy_kj_mol": 0.0, "spin_multiplicity": 1}

6.
{"formula": "C4H10NO5", "method": "the ωB97M-V functional and the def2-TZVPD basis", "species": ["O", "C", "C", "N", "C", "O", "O", "C", "O", "O", "H", "H", "H", "H", "H", "H", "H", "H", "H", "H"], "coordinates": [[-2.6647, -0.7151, 0.7381], [-2.3479, 0.5399, 0.2211], [-0.9943, 0.4969, -0.6211], [0.0374, -0.0548, 0.3390], [1.4796, 0.5361, 0.1393], [2.0988, 0.8096, 1.3431], [1.5982, 1.5191, -0.7097], [1.2571, -0.9729, -0.1246], [1.5114, -1.9508, 0.7950], [1.0214, -1.3683, -1.3860], [-3.1052, -1.1697, -0.0019], [-2.0764, 1.2483, 1.0866], [-3.1667, 1.1528, -0.2022], [-0.6210, 1.4174, -0.9802], [-1.2579, -0.1786, -1.5438], [-0.2363, -0.0369, 1.3676], [2.4800, 1.6529, 1.3554], [1.4130, 1.2234, -1.6491], [2.2507, -1.8168, 1.4105], [1.3231, -2.3325, -1.5769]], "forces_ev_per_a": [[-0.4, 0.1, -1.1], [2.0, 3.0, 1.5], [-2.6, -2.8, -0.1], [-0.3, 1.0, 0.3], [0.4, -2.2, 2.4], [-1.6, -2.9, -0.6], [0.0, 0.2, -2.8], [-0.5, 0.6, 1.2], [0.0, 0.5, -1.0], [1.0, -2.0, -0.6], [0.1, -0.3, 0.6], [-0.4, -1.3, -0.6], [0.3, -0.9, -0.6], [-0.1, 1.2, -0.2], [1.3, 0.8, 1.8], [0.3, -0.5, -1.7], [0.9, 2.2, -0.2], [0.5, 0.5, 1.3], [-0.1, 0.5, -0.3], [-0.7, 2.3, 0.8]], "lumo_ha": -0.111, "largest_force_ev_per_a": 3.9, "homo_energy_ev": -14.59, "relative_energy_kj_mol": 60.8, "total_charge": 1, "spin_multiplicity": 1, "smiles": "OCC[NH+]1C(O)(O)C1(O)O"}

7.
{"formula": "C4H10NOS", "method": "the ωB97M-V functional and the def2-TZVPD basis", "species": ["C", "C", "C", "S", "N", "C", "O", "H", "H", "H", "H", "H", "H", "H", "H", "H", "H"], "coordinates": [[1.2822, 0.6837, -0.8168], [0.3490, 0.8604, 0.3333], [0.5271, -0.2869, 1.3050], [-0.9969, -0.9537, 2.2753], [-0.9988, 0.9926, -0.2735], [-1.1952, -0.3383, -1.3242], [-2.1188, -1.2122, -0.7303], [2.2640, 1.0057, -0.5531], [1.4131, -0.3181, -1.2309], [1.0612, 1.2745, -1.8240], [0.4665, 1.8301, 0.9332], [1.0993, -1.1389, 0.9623], [1.0371, -0.0838, 2.2239], [-0.5745, -2.2366, 2.0550], [-1.6252, 0.4086, 0.2899], [-1.7366, 0.3417, -1.9954], [-0.2536, -0.8289, -1.6298]], "forces_ev_per_a": [[1.4, 1.5, -2.9], [-2.1, 1.2, 0.2], [-0.6, -1.0, 1.9], [1.1, -0.7, -0.9], [0.8, -2.8, -0.2], [-3.9, -0.2, 1.7], [2.3, 1.3, -1.2], [1.1, 0.3, 0.3], [-0.2, -0.1, 0.7], [-0.1, -0.7, 2.4], [0.6, -1.1, -0.9], [-0.4, -0.3, -0.7], [1.0, 1.2, 0.1], [-0.6, 0.6, 0.2], [-0.4, 0.9, 0.6], [0.6, -0.7, -1.4], [-0.5, 0.6, -0.1]], "lumo_ha": 0.130, "largest_force_ev_per_a": 4.3, "homo_energy_ev": -2.47, "relative_energy_kj_mol": 467.2, "total_charge": -1, "spin_multiplicity": 1, "smiles": "C[C@H](CS)NC[O-]"}

8.
{"formula": "C4H10NOS", "method": "the ωB97M-V functional and the def2-TZVPD basis", "species": ["N", "C", "C", "O", "C", "C", "S", "H", "H", "H", "H", "H", "H", "H", "H", "H", "H"], "coordinates": [[-0.9401, 0.5445, -1.3817], [-0.4391, 0.5873, -0.0017], [-1.6955, 0.8225, 0.9826], [-2.6821, 1.4909, 0.3785], [0.2888, -0.6630, 0.3473], [1.5152, -0.9207, -0.5098], [2.8599, 0.2678, -0.1046], [-1.3650, -0.3735, -1.4900], [-1.7628, 1.1608, -1.2968], [0.1886, 1.4657, 0.1707], [-1.2893, 1.3656, 1.8707], [-1.9697, -0.2185, 1.3097], [0.6351, -0.6052, 1.3784], [-0.3926, -1.5249, 0.3721], [1.3047, -0.8237, -1.5705], [1.9332, -1.9092, -0.3461], [3.8105, -0.6664, -0.1089]], "forces_ev_per_a": [[0.4, 0.2, 0.1], [-1.4, 0.3, 0.4], [0.3, 0.1, -0.6], [-0.2, 0.1, 0.0], [0.6, -0.4, 0.5], [0.1, -0.1, -0.1], [-0.1, -0.1, -0.1], [0.0, -0.1, -0.1], [-0.1, 0.1, 0.0], [0.3, 0.1, -0.4], [0.2, -0.3, 0.2], [-0.1, 0.0, 0.2], [0.0, 0.1, 0.3], [0.0, 0.1, -0.5], [-0.2, 0.1, 0.0], [0.0, -0.2, 0.1], [0.3, 0.0, 0.0]], "lumo_ha": 0.112, "largest_force_ev_per_a": 1.5, "homo_energy_ev": -2.64, "relative_energy_kj_mol": 230.0, "total_charge": -1, "spin_multiplicity": 1, "smiles": "N[C@@H](C[O-])CCS"}

9.
{"formula": "C4H10NOS", "method": "the ωB97M-V functional and the def2-TZVPD basis", "species": ["C", "C", "C", "C", "N", "O", "S", "H", "H", "H", "H", "H", "H", "H", "H", "H", "H"], "coordinates": [[0.2435, 1.9668, 1.1105], [0.2384, 0.9022, 0.3910], [1.2021, -1.2383, 0.1873], [-1.1470, -0.8111, -0.5407], [-0.0363, -0.4680, 0.4016], [1.1649, 0.8841, -1.9139], [-2.5685, 0.2696, -0.2512], [0.6315, 2.9653, 0.7870], [-0.0581, 2.0431, 2.0853], [2.1212, -0.9531, 0.6023], [0.9143, -2.3380, 0.3721], [1.2920, -1.0132, -0.8391], [-1.3033, -1.8186, -0.5843], [-0.9746, -0.4813, -1.6464], [-0.5116, -0.8087, 1.2477], [1.8420, 1.4686, -2.1403], [-3.0503, -0.5696, 0.7313]], "forces_ev_per_a": [[1.5, 1.3, -2.5], [1.4, 1.3, -1.9], [-1.6, -3.4, -1.4], [-0.7, 4.1, -4.2], [-0.4, 0.0, 1.0], [-3.6, -2.5, 2.9], [-0.3, -1.7, 1.2], [-0.2, -1.1, -0.3], [-1.1, -0.4, 2.6], [0.6, 0.8, 1.5], [0.8, 1.7, -0.3], [0.8, -0.6, -1.5], [-0.5, -2.7, 0.5], [1.0, -0.6, 2.1], [0.5, 0.9, 0.8], [2.0, 2.1, 0.1], [-0.1, 0.8, -0.5]], "lumo_ha": -0.238, "largest_force_ev_per_a": 5.9, "homo_energy_ev": -14.20, "relative_energy_kj_mol": 783.7, "total_charge": 1, "spin_multiplicity": 1}

10.
{"formula": "C4H10NOS2", "method": "the ωB97M-V functional and the def2-TZVPD basis", "species": ["C", "C", "C", "C", "N", "O", "S", "S", "H", "H", "H", "H", "H", "H", "H", "H", "H", "H"], "coordinates": [[-2.2660, -0.7946, -0.9763], [1.4887, 1.8197, -0.5318], [-0.9916, -0.9064, -0.0052], [0.5190, 1.0056, 0.0556], [0.0829, -0.1057, -0.6608], [0.5568, -0.4772, -1.7769], [-1.2710, -0.6313, 1.7166], [1.9557, -0.9246, 2.9818], [-3.1989, -0.6869, -0.4799], [-2.1372, 0.1196, -1.6589], [-2.5340, -1.6983, -1.5286], [1.4744, 1.5599, -1.5387], [2.4408, 1.4824, -0.2058], [1.4855, 2.9531, -0.5059], [-0.6931, -1.9230, -0.1149], [0.0491, 1.1708, 0.9802], [0.7279, -1.3847, 2.5501], [2.3111, -0.5787, 1.6994]], "forces_ev_per_a": [[0.9, 1.3, -0.6], [1.8, 2.7, -0.8], [-1.8, -0.5, -1.5], [-3.2, -4.1, -2.0], [1.4, 3.7, 3.4], [-0.2, 0.0, -0.1], [-0.7, 0.0, 0.5], [0.5, -0.1, -0.8], [-0.5, 0.7, 1.3], [-0.2, -1.5, 0.7], [1.0, -0.1, -0.5], [0.2, -0.3, -2.2], [1.4, 0.0, 0.5], [-0.5, -1.3, 0.6], [0.7, -0.7, -0.2], [-0.6, -0.1, 0.9], [0.0, 0.4, 0.1], [-0.2, -0.2, 0.8]], "lumo_ha": 0.126, "largest_force_ev_per_a": 5.5, "homo_energy_ev": -3.34, "relative_energy_kj_mol": 146.3, "total_charge": -1, "spin_multiplicity": 1}

11.
{"formula": "C4H10NP", "method": "the ωB97M-V functional and the def2-TZVPD basis", "species": ["H", "N", "P", "C", "C", "C", "C", "H", "H", "H", "H", "H", "H", "H", "H", "H"], "coordinates": [[3.8132, -0.3647, -0.1694], [2.7832, -0.6197, -0.3387], [1.9961, 0.6175, 0.0835], [0.1266, 0.2478, 0.0745], [-0.2965, -0.5496, 1.3621], [-0.1796, -0.6964, -1.0929], [-0.5301, 1.6066, -0.1613], [-0.4454, 0.0688, 2.2727], [-1.2986, -0.9822, 1.1544], [0.4477, -1.3107, 1.3830], [0.0738, -0.2058, -2.0073], [0.3149, -1.6417, -0.9934], [-1.2514, -0.9642, -0.9560], [0.0422, 2.3494, -0.6244], [-1.5544, 1.2852, -0.6769], [-1.0610, 2.0763, 0.6978]], "forces_ev_per_a": [[-1.7, -0.6, -0.7], [2.5, -1.3, 0.1], [-1.5, 2.1, 1.2], [1.1, -0.4, 0.4], [-1.0, 1.7, -0.9], [-1.0, 0.1, 1.2], [-4.8, -2.0, 1.0], [0.7, -0.5, -0.4], [0.6, 0.0, 0.1], [0.3, -0.9, 0.9], [-0.2, 0.0, -0.9], [0.7, -0.4, -0.1], [0.4, 0.5, -0.8], [0.7, 0.9, -1.2], [2.2, 1.2, 0.0], [1.2, -0.3, 0.2]], "lumo_ha": 0.004, "largest_force_ev_per_a": 5.3, "homo_energy_ev": -8.67, "relative_energy_kj_mol": 83.2, "spin_multiplicity": 1, "smiles": "[H]/N=P/C(C)(C)C"}

12.
{"formula": "C4H10NP", "method": "the ωB97M-V functional and the def2-TZVPD basis", "species": ["C", "C", "C", "C", "N", "P", "H", "H", "H", "H", "H", "H", "H", "H", "H", "H"], "coordinates": [[2.1821, 0.6600, 0.1649], [1.3002, 0.3122, -1.0395], [-1.8068, 1.1624, 0.6661], [-0.7436, -1.8246, 0.2874], [1.4773, -0.1223, 1.2986], [0.1941, -0.3230, 0.4107], [3.1321, 0.0948, -0.0911], [2.4131, 1.6831, 0.4316], [0.9095, 1.1000, -1.7644], [1.7634, -0.4232, -1.6664], [-2.5156, 0.9051, -0.1673], [-2.2215, 0.7240, 1.6409], [-1.5594, 2.2068, 0.4783], [-0.9815, -1.8770, -0.7463], [-0.0956, -2.6014, 0.4416], [-1.7328, -1.8256, 0.7398]], "forces_ev_per_a": [[1.5, -2.3, 0.4], [-2.5, 1.2, 0.0], [0.6, -2.9, -0.7], [-1.3, 1.5, -0.4], [0.5, 0.5, -0.5], [-1.6, 3.5, -1.7], [-0.5, 1.0, 0.9], [-0.3, 0.2, -0.2], [0.3, -0.7, 1.3], [0.1, -0.7, -0.1], [0.7, -0.2, 0.7], [0.8, 1.4, -1.3], [0.2, -0.1, 1.0], [-0.2, 0.1, -1.3], [1.2, -2.3, 1.0], [0.4, -0.1, 0.7]], "lumo_ha": 0.029, "largest_force_ev_per_a": 4.2, "homo_energy_ev": -7.71, "relative_energy_kj_mol": 315.5, "spin_multiplicity": 1}